Computed, not measured: a structure of composition C4H3ClINS, with wB97M-V/def2-TZVPD.

Structure (XYZ):
```
11
C4H3ClINS | the Open Molecules 2025 dataset | wB97M-V/def2-TZVPD
C -0.0394 0.0279 0.0859
C 0.3017 -1.5445 0.1134
C -1.4014 0.0928 0.0126
C 0.9291 1.1545 -0.1089
N -0.6964 -2.3214 0.0969
S -2.1121 -1.5621 -0.0828
Cl 1.9207 -2.1424 0.3929
I -2.4486 1.9220 0.0460
H 1.9816 0.7479 -0.0982
H 0.8561 1.6595 -0.9943
H 0.7086 1.9659 0.5365
```

## Properties
- HOMO energy (eV) = -9.30
- LUMO energy (Eh) = 0.00235
- energy (Ha) = -1365.0172
- gap between HOMO and LUMO (eV) = 9.37
- maximum force (eV/A) = 3.84
- relative energy (zero: lowest compared OMol25 entry of this formula, charge and spin) (kcal per mole) = 8.7